<one>
{"formula": "C27H34Br2ClGe2MnN2", "method": "ωB97M-V/def2-TZVPD", "elements": ["Mn", "C", "C", "Ge", "C", "C", "C", "C", "Ge", "C", "C", "C", "C", "C", "C", "C", "C", "C", "C", "H", "H", "H", "H", "H", "H", "H", "H", "H", "H", "H", "H", "H", "H", "H", "H", "H", "H", "H", "H", "H", "H", "H", "H", "H", "H", "Br", "C", "C", "C", "N", "C", "C", "C", "C", "C", "Br", "C", "C", "N", "H", "H", "H", "H", "H", "H", "Cl", "C", "H", "H"], "coordinates": [[0.2982, -0.8193, -1.7328], [-4.7473, 2.5581, -0.0585], [-3.6877, 2.7708, -1.1416], [-2.1905, 1.5021, -1.1127], [-2.8097, -0.3773, -1.1582], [-3.4141, -0.8431, 0.1676], [-1.2433, 1.8665, 0.5396], [0.0013, 1.6618, 0.9917], [1.3844, 1.0081, -0.2903], [2.0058, 2.5989, -1.3006], [2.7829, 3.6489, -0.5105], [2.9767, 0.1533, 0.5574], [3.5169, 0.5542, 1.9292], [0.2751, 1.9447, 2.4240], [1.3216, 2.7764, 2.8177], [1.5315, 3.0709, 4.1552], [0.7133, 2.5163, 5.1300], [-0.3244, 1.6758, 4.7554], [-0.5461, 1.3999, 3.4139], [-5.4869, 3.3592, -0.0799], [-4.3131, 2.5452, 0.9429], [-5.2850, 1.6203, -0.2007], [-3.2396, 3.7626, -1.0348], [-4.1517, 2.7479, -2.1304], [-1.9825, -1.0587, -1.4129], [-3.5209, -0.4886, -1.9806], [-2.7196, -0.6870, 0.9958], [-3.6759, -1.9020, 0.1391], [-4.3199, -0.2883, 0.4067], [-1.9480, 2.3193, 1.2441], [1.1269, 3.0542, -1.7662], [2.6183, 2.2137, -2.1213], [2.1406, 4.1574, 0.2099], [3.2003, 4.4161, -1.1658], [3.6151, 3.2031, 0.0393], [3.7581, 0.2885, -0.1999], [2.7733, -0.9231, 0.5573], [3.8778, 1.5832, 1.9410], [4.3554, -0.0876, 2.2088], [2.7607, 0.4713, 2.7100], [1.9733, 3.2029, 2.0666], [2.3414, 3.7308, 4.4383], [0.8835, 2.7385, 6.1751], [-0.9672, 1.2382, 5.5087], [-1.3635, 0.7480, 3.1260], [0.5476, -5.8765, 2.8348], [0.3522, -4.4971, 1.5822], [-0.0572, -3.2379, 1.9875], [-0.1715, -2.2596, 1.0189], [0.0803, -2.4885, -0.2707], [0.4879, -3.7016, -0.6595], [0.6383, -4.7382, 0.2463], [0.8121, -3.8382, -2.1052], [1.0367, -5.0686, -2.6992], [1.3653, -5.1129, -4.0450], [1.6767, -6.7616, -4.8745], [1.4584, -3.9358, -4.7684], [1.2020, -2.7543, -4.1031], [0.8838, -2.6961, -2.8074], [-0.2686, -3.0159, 3.0231], [-0.4594, -1.2462, 1.2791], [0.9913, -5.7128, -0.0541], [0.9516, -5.9876, -2.1400], [1.7162, -3.9337, -5.8170], [1.2558, -1.8101, -4.6314], [-0.5211, 0.4537, -3.7212], [-1.3857, 1.8550, -2.9141], [-2.2025, 2.0482, -3.6058], [-0.6855, 2.6841, -2.9487]], "nbo_charge": [1.30, -0.61, -0.83, 1.57, -0.82, -0.61, -0.68, -0.36, 0.65, -0.79, -0.61, -0.80, -0.61, 0.00, -0.23, -0.19, -0.21, -0.21, -0.24, 0.22, 0.21, 0.20, 0.23, 0.22, 0.15, 0.24, 0.20, 0.22, 0.22, 0.22, 0.20, 0.22, 0.20, 0.22, 0.20, 0.22, 0.20, 0.20, 0.21, 0.21, 0.22, 0.22, 0.22, 0.22, 0.20, 0.15, -0.05, -0.20, 0.06, -0.56, 0.18, -0.24, 0.19, -0.24, -0.03, 0.16, -0.25, 0.08, -0.58, 0.25, 0.23, 0.24, 0.25, 0.26, 0.22, -0.07, -0.75, 0.24, 0.25], "homo_energy_ev": [-9.975, -10.219], "multiplicity": 6, "charge": 1, "s2": 8.760}

=====

<two>
{"formula": "C27H34Br2ClGe2MnN2", "method": "ωB97M-V/def2-TZVPD", "elements": ["Mn", "C", "C", "Ge", "C", "C", "C", "C", "Ge", "C", "C", "C", "C", "C", "C", "C", "C", "C", "C", "H", "H", "H", "H", "H", "H", "H", "H", "H", "H", "H", "H", "H", "H", "H", "H", "H", "H", "H", "H", "H", "H", "H", "H", "H", "H", "Br", "C", "C", "C", "N", "C", "C", "C", "C", "C", "Br", "C", "C", "N", "H", "H", "H", "H", "H", "H", "Cl", "C", "H", "H"], "coordinates": [[1.7265, -0.5663, -0.2587], [-2.4190, -3.4654, -1.4762], [-1.4257, -2.7117, -0.5923], [-0.4088, -1.3667, -1.6474], [0.3032, -2.3974, -3.1662], [-0.5769, -2.2608, -4.4056], [-1.7705, -0.0484, -2.0829], [-1.9721, 0.9327, -1.2017], [-0.6057, 1.0023, 0.1780], [0.8591, 2.3355, 0.0413], [0.4358, 3.7986, 0.2127], [-1.2347, 0.7886, 2.0261], [-2.1513, 1.9016, 2.5419], [-3.1617, 1.8182, -1.2068], [-4.4008, 1.3844, -1.6717], [-5.4929, 2.2358, -1.6755], [-5.3714, 3.5381, -1.2062], [-4.1479, 3.9805, -0.7253], [-3.0578, 3.1217, -0.7217], [-2.9870, -4.1983, -0.9014], [-1.9198, -4.0040, -2.2827], [-3.1375, -2.7855, -1.9388], [-0.7340, -3.4200, -0.1262], [-1.9667, -2.2044, 0.2121], [0.3277, -3.4363, -2.8225], [1.3233, -2.1131, -3.3954], [-1.6111, -2.5517, -4.2140], [-0.2057, -2.8919, -5.2144], [-0.5866, -1.2334, -4.7726], [-2.4670, -0.1577, -2.9143], [1.3260, 2.2081, -0.9375], [1.6002, 2.0795, 0.8082], [-0.1936, 4.1252, -0.6149], [1.3114, 4.4493, 0.2220], [-0.1084, 3.9706, 1.1418], [-0.3399, 0.6983, 2.6506], [-1.7520, -0.1727, 2.0815], [-1.6797, 2.8833, 2.4825], [-2.4199, 1.7328, 3.5854], [-3.0748, 1.9508, 1.9653], [-4.5221, 0.3659, -2.0199], [-6.4485, 1.8805, -2.0377], [-6.2273, 4.1994, -1.2085], [-4.0400, 4.9910, -0.3538], [-2.1098, 3.4876, -0.3435], [1.2807, -3.2391, 5.9951], [1.4244, -2.6379, 4.2307], [0.3756, -2.7953, 3.3440], [0.5331, -2.3149, 2.0588], [1.6564, -1.7312, 1.6286], [2.6681, -1.5778, 2.4970], [2.5884, -2.0119, 3.8074], [3.8725, -0.8856, 1.9612], [5.0713, -0.8789, 2.6479], [6.1551, -0.2158, 2.0891], [7.7950, -0.1808, 2.9891], [6.0069, 0.4054, 0.8647], [4.7732, 0.3410, 0.2454], [3.7140, -0.2827, 0.7698], [-0.5497, -3.2689, 3.6384], [-0.2676, -2.3895, 1.3401], [3.3950, -1.8594, 4.5075], [5.1899, -1.3864, 3.5925], [6.8262, 0.9266, 0.3918], [4.6361, 0.8068, -0.7192], [1.4845, 0.9203, -3.3157], [2.5336, 0.0580, -2.1314], [3.1347, 0.8851, -1.7353], [3.2179, -0.5615, -2.7107]], "nbo_charge": [1.33, -0.61, -0.84, 1.10, -0.81, -0.61, -0.59, -0.45, 1.24, -0.85, -0.60, -0.85, -0.61, -0.01, -0.20, -0.20, -0.20, -0.19, -0.23, 0.22, 0.21, 0.21, 0.21, 0.22, 0.22, 0.24, 0.20, 0.23, 0.22, 0.23, 0.25, 0.21, 0.22, 0.23, 0.21, 0.22, 0.23, 0.20, 0.22, 0.22, 0.21, 0.22, 0.22, 0.22, 0.20, 0.16, -0.03, -0.26, 0.08, -0.59, 0.26, -0.26, 0.15, -0.24, -0.02, 0.16, -0.26, 0.10, -0.57, 0.25, 0.23, 0.24, 0.24, 0.26, 0.22, -0.08, -0.95, 0.18, 0.22], "homo_energy_ev": [-9.889, -10.852], "multiplicity": 6, "charge": 1, "s2": 8.795}

=====

Pick <one>: it beats the second-best structure by 1.542 eV.

=====

<one>
{"formula": "C5H11NS2", "method": "ωB97M-V/def2-TZVPD", "elements": ["C", "C", "C", "S", "C", "S", "C", "N", "H", "H", "H", "H", "H", "H", "H", "H", "H", "H", "H"], "coordinates": [[-0.6656, 1.0065, 1.4427], [0.1926, 1.1892, 0.0889], [0.8903, 2.6337, -0.2403], [-0.8906, 0.7266, -1.2464], [-1.0248, -1.0072, -1.4438], [-1.8808, -1.5729, -2.6493], [0.0555, -1.9658, -0.9579], [0.1437, -2.2892, 0.5988], [-1.6137, 1.6077, 1.6915], [-0.2107, 1.3538, 2.3061], [-0.6784, -0.1976, 1.6622], [1.0032, 0.4249, 0.3757], [0.1012, 3.1584, -0.7601], [1.3391, 3.0354, 0.8182], [1.9627, 2.2974, -0.8935], [1.0724, -1.7663, -1.2592], [-0.2376, -2.8800, -1.6124], [1.0328, -2.7536, 1.0663], [-0.5913, -3.0008, 1.0126]], "nbo_charge": [-0.66, -0.41, -0.61, 0.37, -0.34, 0.07, -0.29, -0.92, 0.22, 0.20, 0.25, 0.24, 0.22, 0.23, 0.22, 0.22, 0.22, 0.38, 0.37], "homo_energy_ev": -8.636, "multiplicity": 1, "charge": 0}

=====

<two>
{"formula": "C5H11NS2", "method": "ωB97M-V/def2-TZVPD", "elements": ["C", "C", "S", "C", "N", "C", "C", "S", "H", "H", "H", "H", "H", "H", "H", "H", "H", "H", "H"], "coordinates": [[0.2393, 0.9193, 1.6249], [-0.0999, 0.8868, 0.1177], [-0.5174, 2.3863, -0.5792], [-0.8649, -0.4734, 0.1838], [-2.0926, -0.5753, -0.7490], [0.4509, -1.1132, -0.2524], [1.0425, 0.1866, -0.8288], [2.7558, 0.5510, -0.3868], [-0.7136, 1.2446, 2.1793], [1.3443, 1.3162, 2.0579], [0.2947, -0.3628, 1.9741], [-1.5521, 1.9308, -1.4888], [-1.0335, -0.6708, 1.2425], [-2.8337, -0.9465, -0.0034], [-1.9271, -1.3143, -1.6083], [0.9664, -1.5186, 0.5896], [0.3830, -1.8769, -1.1965], [0.7198, 0.2420, -1.8808], [3.4380, -0.8117, -0.9961]], "nbo_charge": [-0.61, -0.26, 0.02, -0.06, -0.87, -0.42, -0.36, -0.04, 0.24, 0.25, 0.19, 0.17, 0.20, 0.38, 0.38, 0.23, 0.20, 0.22, 0.15], "homo_energy_ev": -8.600, "multiplicity": 1, "charge": 0}

=====

Pick <one>: it beats the second-best structure by 0.892 eV.

=====

<one>
{"formula": "C6H9N2O2", "method": "ωB97M-V/def2-TZVPD", "elements": ["C", "O", "C", "C", "C", "C", "C", "N", "N", "O", "H", "H", "H", "H", "H", "H", "H", "H", "H"], "coordinates": [[2.3965, 0.2616, 0.9052], [2.0404, -0.9024, 0.1868], [1.1874, -0.7079, -0.8998], [-0.2141, -0.3286, -0.4630], [-1.0898, -1.3121, -0.0047], [-2.3244, -0.9196, 0.3808], [-2.6546, 0.4234, 0.2656], [-1.8490, 1.3553, -0.1815], [-0.6463, 0.9209, -0.5088], [0.1772, 1.8710, -1.0354], [1.5322, 0.7864, 1.3090], [2.9840, -0.0614, 1.7514], [3.0094, 0.9371, 0.3149], [1.5791, -0.0295, -1.6509], [1.0894, -1.6821, -1.3623], [-0.7692, -2.3350, 0.0558], [-3.0550, -1.6055, 0.7685], [-3.6404, 0.7507, 0.5437], [0.2474, 2.5778, -0.3753]], "nbo_charge": [-0.26, -0.49, -0.10, 0.23, -0.15, -0.14, 0.05, -0.14, 0.18, -0.47, 0.15, 0.22, 0.19, 0.22, 0.23, 0.27, 0.26, 0.25, 0.51], "homo_energy_ev": -14.385, "multiplicity": 1, "charge": 1}

=====

<two>
{"formula": "C6H9N2O2", "method": "ωB97M-V/def2-TZVPD", "elements": ["C", "C", "C", "C", "C", "C", "N", "N", "O", "O", "H", "H", "H", "H", "H", "H", "H", "H", "H"], "coordinates": [[-0.9553, -0.6004, -0.2293], [0.3496, -0.6971, -0.0970], [1.4251, 0.9819, -1.1763], [2.0087, 0.4184, 1.2839], [-2.1243, -1.6293, -0.1360], [1.6815, -0.1383, -0.1565], [-1.8922, 0.4628, 0.0762], [-2.9411, -0.4307, 0.0891], [-1.6942, 1.5707, 0.3132], [-4.1527, -0.2450, 0.2049], [1.4378, 1.8813, -0.5657], [0.5083, 0.8865, -1.7708], [2.2748, 0.9522, -1.9450], [1.8050, -0.1927, 2.2228], [1.2658, 1.3000, 1.3855], [3.0022, 0.7694, 1.4532], [-2.3165, -2.2062, -1.0601], [-2.1175, -2.3069, 0.6688], [2.4348, -0.7768, -0.5609]], "nbo_charge": [-0.09, 0.56, -0.58, -0.61, -0.21, -0.38, 0.29, 0.26, -0.30, -0.29, 0.25, 0.25, 0.27, 0.26, 0.22, 0.26, 0.26, 0.25, 0.32], "homo_energy_ev": [-12.958, -12.947], "multiplicity": 1, "charge": 1}

=====

Pick <one>: it beats the second-best structure by 7.421 eV.

=====

<one>
{"formula": "C2H11N2O2", "method": "ωB97M-V/def2-TZVPD", "elements": ["C", "C", "N", "N", "H", "H", "H", "H", "H", "H", "H", "H", "H", "O", "H", "H", "O"], "coordinates": [[-1.1836, 0.0639, -0.5447], [-0.9076, 1.2799, 0.0005], [-0.3101, 1.3825, 1.4007], [-1.1793, -0.2928, -1.8379], [-1.0272, -0.8470, 0.1724], [-0.3348, 2.1401, -0.5515], [-0.4149, 2.3083, 1.8979], [-0.7851, 0.5555, 1.8581], [0.7042, 1.0439, 1.4497], [-1.7998, 0.3057, -2.4224], [-1.4110, -1.2598, -1.9994], [3.8017, 0.5499, 1.9214], [3.5499, 1.9699, 2.1064], [3.0902, 1.1560, 2.1097], [-0.0278, -3.0044, -1.7971], [-0.8527, -4.1348, -2.0248], [-0.9122, -3.2171, -1.7392]], "nbo_charge": [0.07, -0.23, -0.72, -0.77, 0.20, 0.23, 0.46, 0.44, 0.46, 0.41, 0.43, 0.48, 0.48, -0.96, 0.46, 0.49, -0.95], "homo_energy_ev": -13.016, "multiplicity": 1, "charge": 1}

=====

<two>
{"formula": "C2H11N2O2", "method": "ωB97M-V/def2-TZVPD", "elements": ["C", "C", "N", "N", "H", "H", "H", "H", "H", "H", "H", "H", "H", "O", "H", "H", "O"], "coordinates": [[-0.1790, -0.1190, -0.4728], [0.8422, -0.9916, -0.6697], [0.6410, -2.3807, -0.1907], [-0.3916, 0.9939, -1.1992], [-0.8818, -0.5962, 0.2154], [1.8730, -0.7139, -0.8343], [-0.1063, -2.8361, -0.7084], [1.3859, -3.0706, -0.2405], [0.4188, -2.3195, 0.8488], [0.0485, 0.9853, -2.1036], [-0.9033, 1.7788, -0.8404], [0.4133, -0.5495, 2.5992], [0.0244, -2.0137, 2.8513], [0.6414, -1.4464, 2.3609], [-0.5800, 4.2942, -0.8118], [-1.8228, 4.9200, -0.3619], [-1.4238, 4.0650, -0.4424]], "nbo_charge": [0.07, -0.24, -0.71, -0.77, 0.18, 0.24, 0.43, 0.45, 0.46, 0.41, 0.44, 0.50, 0.49, -0.95, 0.47, 0.48, -0.95], "homo_energy_ev": -12.652, "multiplicity": 1, "charge": 1}

=====

<three>
{"formula": "C2H11N2O2", "method": "ωB97M-V/def2-TZVPD", "elements": ["C", "C", "N", "N", "H", "H", "H", "H", "H", "H", "H", "H", "H", "O", "H", "H", "O"], "coordinates": [[-0.5801, -0.9205, -0.7626], [-1.3776, -0.1051, -1.5017], [-1.4460, -0.1912, -2.8559], [-0.0934, -0.4871, 0.5149], [-0.2436, -1.8919, -1.1069], [-1.8979, 0.7359, -1.0319], [-2.0883, 0.3547, -3.4004], [-1.1998, -1.0858, -3.2489], [-0.0105, -1.2132, 1.2331], [-0.6463, 0.2633, 0.9229], [0.8832, -0.2072, 0.3623], [1.2532, 1.8882, 1.2452], [2.2134, 2.2500, -0.0690], [1.3938, 1.8632, 0.2851], [0.8857, -0.3275, 3.7689], [1.9537, -0.5386, 2.8390], [1.0006, -0.3874, 2.8059]], "nbo_charge": [-0.25, 0.07, -0.76, -0.67, 0.22, 0.21, 0.41, 0.40, 0.45, 0.44, 0.46, 0.49, 0.51, -1.00, 0.50, 0.49, -0.98], "homo_energy_ev": -12.328, "multiplicity": 1, "charge": 1}

=====

Pick <three>: it beats the second-best structure by 0.459 eV.